Molecular formula: C43H92F3N2O5
Method: DFT, ωB97M-V with the def2-TZVPD basis set

Structure (XYZ):
```
145
Properties=species:S:1:pos:R:3:forces:R:3:lowdin_charge:R:1
C -4.96101 1.72053 0.74025 -0.0354 0.0886 -0.1595 0.03
C -3.70904 1.26108 0.72434 -0.0210 -0.0391 -0.0371 -0.16
C -3.28743 0.00469 1.43652 -0.2271 -0.5297 -1.0163 -0.15
C -2.05697 -0.66682 0.80306 -0.9419 0.0584 -0.2325 -0.19
C -2.46719 -1.84527 -0.10342 0.2062 -0.2961 0.2195 -0.10
O -1.51954 -2.89048 -0.08793 0.2231 0.3112 0.0298 -0.08
C -1.39005 -3.50805 1.17491 0.2406 -0.2986 0.0197 -0.27
C -0.17889 -4.44970 1.08009 -0.0033 -0.2384 -0.0102 -0.10
C -0.55914 -5.91126 1.35523 0.3272 0.4213 -0.1043 -0.06
C 0.65568 -6.77010 1.61655 -0.0794 -0.2945 -0.0209 -0.62
F 0.29494 -7.97484 2.09451 0.0945 0.1830 -0.0711 0.14
F 1.48901 -6.21308 2.52183 -0.0929 -0.0832 -0.0820 0.13
F 1.36431 -6.97854 0.49163 -0.0154 0.1212 0.1694 0.14
C -1.27577 -2.48482 2.33974 -0.4229 -0.3812 0.1348 -0.17
C -2.47424 -2.51759 3.29682 0.3322 0.0258 0.0416 -0.16
N -2.45779 -1.34693 4.16784 -0.3292 -0.0254 0.3703 -0.11
C -3.79703 -1.02139 4.69848 -0.0876 -0.3149 -0.2662 -0.08
N -1.04061 -1.10142 1.82705 0.5695 -0.0576 -0.5063 0.01
C 0.36997 -0.98341 1.32295 0.9126 0.3454 0.3847 -0.09
C 0.77023 0.45491 0.97013 -0.2006 0.0485 -1.6295 -0.14
C 0.89474 0.50618 -0.58361 -0.0426 -0.2983 0.2367 -0.20
C 2.14343 -0.19778 -1.15520 -0.8276 -0.2523 -0.0821 -0.18
C 1.78303 -0.99225 -2.42441 0.5547 -0.0281 0.0714 -0.20
C 1.02333 -0.20181 -3.48479 0.0362 -0.0993 0.0852 -0.20
C 0.86518 -0.98279 -4.80232 -0.3549 0.1297 0.4034 -0.19
C -0.47735 -1.71384 -4.91634 -0.0113 -0.0017 -0.4267 -0.21
C -1.70234 -0.79980 -4.91371 -0.1994 -0.0237 0.5006 -0.22
C -2.99779 -1.52566 -5.29245 0.3263 -0.0578 0.4928 -0.21
C -3.45696 -2.47531 -4.17844 -0.2089 -0.4464 -0.4221 -0.22
C -4.94474 -2.87771 -4.29934 0.2833 0.3901 0.0358 -0.20
C -5.81289 -2.16051 -3.25430 0.2188 -0.3647 0.0478 -0.22
C -5.96773 -2.98093 -1.96884 -0.0893 0.4827 0.0857 -0.26
C -6.33323 -2.08994 -0.78331 0.0245 0.0659 -0.0886 -0.12
H -5.14930 2.78487 0.81992 -0.0729 0.0884 -1.2120 0.07
H -5.82732 1.07154 0.66404 -0.0223 -0.1611 1.1969 0.06
H -2.94343 1.82752 0.19424 0.3140 0.5625 1.0261 0.10
H -3.10245 0.25307 2.48079 0.1132 0.1591 -0.0468 0.10
H -4.13991 -0.68444 1.42449 0.0239 -0.0528 0.2427 0.11
H -1.61713 0.08796 0.15915 0.5530 -0.0585 0.2933 0.12
H -3.44498 -2.24321 0.19176 -0.0679 0.0978 -0.0731 0.12
H -2.49875 -1.48995 -1.12951 -0.2336 -0.0606 -0.0723 0.13
H -2.27925 -4.12285 1.37933 -0.1329 0.1586 -0.0952 0.15
H 0.61035 -4.15530 1.77213 -0.0214 0.0883 -0.0157 0.12
H 0.22678 -4.37513 0.07088 0.0238 0.0797 0.0119 0.14
H -1.05034 -6.31914 0.47255 -0.2310 -0.1550 0.1925 0.14
H -1.20706 -5.97748 2.22951 -0.0345 -0.1586 -0.0353 0.13
H -0.40120 -2.77110 2.92197 0.1281 0.3860 0.0198 0.15
H -2.37241 -3.44379 3.87509 -0.1590 -0.0963 -0.1237 0.14
H -3.41882 -2.59427 2.75491 0.0020 0.2417 -0.0375 0.12
H -1.87908 -1.54313 4.97678 0.1841 -0.0041 -0.1274 0.11
H -3.70646 -0.49456 5.64419 0.0063 0.1462 -0.0694 0.08
H -4.39600 -1.92443 4.85741 0.0483 0.0012 0.1773 0.09
H -4.34926 -0.41367 3.98224 0.0206 0.1478 0.0975 0.07
H -1.13226 -0.45726 2.62343 -0.2206 -0.2490 0.1923 0.16
H 1.03623 -1.38583 2.08730 -0.2837 0.0004 0.2534 0.14
H 0.49851 -1.63066 0.45888 -0.3181 -0.0495 -0.0262 0.12
H 1.71678 0.76152 1.41011 -0.1169 -0.0697 0.3105 0.11
H -0.00705 1.18160 1.22411 0.0980 -0.0749 0.4938 0.11
H 0.74833 1.51226 -0.97835 0.2130 0.0419 0.0444 0.11
H 0.04758 -0.08538 -0.94746 -0.0903 0.2164 -0.1579 0.08
H 2.47028 -0.93518 -0.41306 0.3579 0.1719 0.0088 0.11
H 2.95857 0.49581 -1.36693 -0.0217 0.0843 0.1674 0.10
H 2.71553 -1.34858 -2.87066 -0.0565 -0.0181 -0.0478 0.09
H 1.23941 -1.89940 -2.12760 -0.2052 0.1029 -0.0706 0.12
H 1.53616 0.75273 -3.63812 0.1088 -0.0820 -0.1338 0.12
H 0.03049 0.06089 -3.11466 -0.0254 0.0949 0.0303 0.08
H 0.93813 -0.28646 -5.63982 0.1149 -0.0887 -0.0826 0.11
H 1.67255 -1.71364 -4.87359 0.1048 0.1224 -0.1755 0.10
H -0.48036 -2.25791 -5.86779 0.0418 -0.0625 0.0408 0.12
H -0.58721 -2.47746 -4.13899 0.0855 0.0641 0.0738 0.11
H -1.85655 -0.42708 -3.89255 0.0378 0.1803 -0.0525 0.09
H -1.54097 0.09011 -5.52763 0.0744 -0.1414 -0.1953 0.12
H -2.81140 -2.12994 -6.18367 -0.2785 0.2040 -0.2060 0.12
H -3.79525 -0.80329 -5.48009 0.0486 0.0167 -0.1793 0.11
H -3.29287 -2.00330 -3.20594 0.0995 -0.0479 0.0919 0.08
H -2.85067 -3.38221 -4.23019 0.1547 0.0908 0.2182 0.11
H -5.27870 -2.60762 -5.30255 -0.0737 -0.1811 -0.0368 0.11
H -5.02878 -3.96014 -4.18994 -0.2346 0.0076 -0.0585 0.11
H -5.30742 -1.22857 -2.97679 -0.1944 0.1583 -0.2008 0.10
H -6.79224 -1.91699 -3.66806 -0.0312 0.0927 0.1068 0.11
H -6.75626 -3.72352 -2.10067 0.2063 -0.2266 -0.0360 0.11
H -5.01860 -3.48822 -1.76495 -0.0854 -0.1450 0.0054 0.10
H -7.29770 -1.60563 -0.94785 -0.0348 -0.0498 0.0593 0.08
H -6.37871 -2.64048 0.15864 -0.0445 -0.0012 -0.0115 0.07
H -5.60016 -1.28290 -0.68598 0.0486 -0.0027 0.0855 0.04
C 4.06085 2.68373 0.86515 0.0746 0.0770 0.0552 -0.07
C 5.17365 2.06176 0.04299 -0.1609 -0.1317 0.0091 -0.28
O 5.25091 2.59785 -1.26351 0.0228 -0.1207 -0.0841 -0.19
C 5.55775 3.97937 -1.36121 0.0161 0.1106 0.0009 -0.27
C 6.90328 4.35582 -0.76745 -0.0105 -0.1161 0.0707 -0.07
H 3.11823 2.63484 0.31515 -0.0119 0.0107 0.0147 0.06
H 3.94531 2.15450 1.81298 0.0036 0.0170 0.0115 0.08
H 4.26287 3.73032 1.09256 -0.0664 -0.0014 0.0680 0.07
H 4.96148 0.99917 -0.09711 0.0623 -0.0010 -0.0747 0.11
H 6.13891 2.11863 0.55720 -0.0191 0.1174 0.0195 0.11
H 4.75878 4.58357 -0.91478 0.0111 -0.0119 0.0291 0.10
H 5.55409 4.19270 -2.43044 -0.0133 -0.0483 -0.0112 0.12
H 6.92368 4.22550 0.31548 -0.0123 0.0516 0.0055 0.07
H 7.12410 5.40162 -0.98088 0.0045 0.0004 -0.0117 0.08
H 7.69355 3.73653 -1.19385 0.0087 0.0326 -0.0323 0.08
C -1.36967 1.62670 8.98744 0.0868 0.0548 -0.0616 -0.07
C -2.28552 1.48992 7.78433 -0.0283 -0.0302 0.0919 -0.29
O -2.17145 2.54338 6.84463 -0.0618 -0.0241 -0.0895 -0.16
C -0.89917 2.70593 6.24669 0.0605 0.0670 -0.0030 -0.27
C -0.44597 1.49540 5.44774 -0.0597 -0.1099 0.0049 -0.08
H -1.50764 2.59935 9.45993 -0.0318 -0.0132 0.0206 0.09
H -1.59342 0.84842 9.71724 -0.0206 0.0060 0.0050 0.08
H -0.31728 1.53230 8.71572 -0.0025 -0.0404 0.0082 0.07
H -3.32571 1.51380 8.10962 -0.0073 0.0344 -0.0258 0.12
H -2.12840 0.51740 7.29680 0.0383 0.0066 -0.0005 0.09
H -0.14726 2.97456 6.99612 0.0050 -0.0492 0.0097 0.11
H -1.00144 3.56402 5.58254 -0.0460 0.0067 0.0139 0.12
H -0.26457 0.63219 6.09163 0.0625 0.0061 -0.0095 0.07
H 0.48014 1.71726 4.91522 -0.0059 0.0313 -0.0031 0.08
H -1.21948 1.21941 4.72531 0.0170 0.0154 -0.0269 0.06
C 5.83370 0.87461 -3.91545 -0.0116 -0.0462 -0.1986 -0.07
C 5.45466 -0.53213 -3.49142 0.0495 0.0478 0.0885 -0.27
O 4.56592 -1.19488 -4.37684 -0.0519 -0.0192 0.0298 -0.19
C 5.04657 -1.39605 -5.69663 0.0131 0.0044 -0.1162 -0.28
C 6.30326 -2.24468 -5.77481 0.0105 0.0215 0.1345 -0.08
H 4.93591 1.46719 -4.09931 0.0104 0.0365 0.0635 0.08
H 6.40520 1.34949 -3.12024 -0.0389 0.0393 0.0114 0.07
H 6.43709 0.88815 -4.82476 0.0246 -0.0639 0.0184 0.07
H 4.91967 -0.48906 -2.53974 -0.0064 -0.0074 -0.0060 0.10
H 6.35226 -1.13670 -3.31960 -0.0011 -0.0112 -0.0451 0.11
H 5.20210 -0.43413 -6.19766 0.0258 0.0079 0.0289 0.11
H 4.23186 -1.89644 -6.22119 -0.0278 0.0019 0.0354 0.12
H 7.16221 -1.74475 -5.32558 0.0146 0.0191 -0.0499 0.07
H 6.54659 -2.45240 -6.81685 -0.0089 -0.0076 -0.0042 0.08
H 6.15633 -3.19146 -5.25311 -0.0112 -0.0201 -0.0391 0.08
C -0.17145 6.64146 2.44119 -0.0547 -0.0917 -0.0821 -0.07
C 1.21810 6.10780 2.14194 0.0154 0.1052 0.0528 -0.27
O 1.23643 4.75545 1.70857 0.0231 -0.1620 0.0065 -0.17
C 0.53627 4.48295 0.50830 -0.0475 0.0339 -0.0232 -0.29
C 1.06646 5.22976 -0.70332 0.0523 0.0675 0.0783 -0.06
H -0.68838 5.98856 3.14641 0.0161 0.0228 0.0340 0.08
H -0.10124 7.63842 2.87589 0.0097 -0.0035 0.0153 0.08
H -0.78483 6.71655 1.54206 0.0146 0.0461 -0.0051 0.07
H 1.82004 6.11990 3.05042 0.0106 -0.0493 -0.0051 0.12
H 1.72853 6.75079 1.41703 -0.0264 -0.0118 -0.0291 0.11
H -0.53638 4.67128 0.64134 0.0026 0.0385 -0.0388 0.11
H 0.65013 3.40868 0.34728 0.0461 -0.0023 0.0686 0.08
H 0.90748 6.30506 -0.62014 -0.0457 -0.0037 -0.0309 0.07
H 0.56081 4.88773 -1.60718 0.0067 -0.0115 -0.0022 0.08
H 2.13857 5.05772 -0.81381 -0.0086 -0.0393 -0.0299 0.07
```
Positions in Å, forces in eV/Å.

Its charge is +1. The calculation puts the relative energy (zero: lowest compared OMol25 entry of this formula, charge and spin) at 0.0 kcal/mol. Its lowest unoccupied orbital energy is -2.08 eV. The value obtained for the frontier orbital gap is 0.334 Ha.